{"formula": "C21H54O18", "method": "ωB97M-V with the def2-TZVPD basis set", "symbols": ["C", "O", "H", "H", "H", "H", "C", "O", "H", "H", "H", "H", "C", "O", "H", "H", "H", "H", "C", "O", "H", "H", "H", "H", "C", "O", "H", "H", "H", "H", "C", "O", "H", "H", "H", "H", "C", "O", "H", "H", "H", "H", "C", "O", "H", "H", "H", "H", "C", "O", "H", "H", "H", "H", "C", "C", "C", "O", "C", "O", "O", "H", "H", "H", "H", "H", "H", "C", "C", "C", "O", "C", "O", "O", "H", "H", "H", "H", "H", "H", "C", "C", "C", "O", "C", "O", "O", "H", "H", "H", "H", "H", "H"], "coordinates": [[0.0847, 0.0664, -0.1915], [-0.7753, 0.4180, -1.2553], [-0.0757, -1.0105, -0.0637], [1.1425, 0.2216, -0.4121], [-0.2945, 0.6099, 0.6713], [-0.5091, 0.1177, -2.1350], [-2.7328, 1.5389, 1.7986], [-1.8035, 2.4734, 2.3492], [-3.5860, 1.2946, 2.4344], [-3.0824, 1.8319, 0.8056], [-2.2062, 0.5881, 1.6746], [-2.3500, 3.0341, 2.9120], [1.0482, -3.6224, -0.5287], [1.7757, -2.4944, -0.9455], [0.6647, -4.3528, -1.2394], [1.6507, -4.2422, 0.1468], [0.2273, -3.3194, 0.1327], [2.5399, -2.3315, -0.3578], [-3.5648, 2.0588, -2.0610], [-3.5837, 2.2360, -3.4594], [-2.6587, 2.4688, -1.5999], [-4.4249, 2.5681, -1.6311], [-3.5800, 1.0153, -1.7296], [-2.8422, 1.7556, -3.8452], [0.2103, 3.6901, -2.0933], [0.1642, 3.1682, -3.4075], [-0.1074, 4.7395, -2.0994], [-0.4362, 3.1309, -1.4154], [1.1992, 3.7461, -1.6319], [-0.7066, 2.7719, -3.5094], [-1.7937, -2.8647, -2.8115], [-0.8188, -3.1747, -3.7877], [-2.7381, -2.7317, -3.3380], [-1.8246, -3.6569, -2.0513], [-1.5361, -2.0550, -2.1152], [-0.2470, -2.4115, -3.9116], [-1.7159, 0.1011, -4.8907], [-1.5859, 1.4413, -5.3901], [-2.0435, 0.1841, -3.8535], [-2.4674, -0.4316, -5.4766], [-0.7887, -0.4744, -4.8856], [-1.0183, 1.3476, -6.1624], [1.3532, 2.9263, 1.6573], [0.2862, 3.8007, 1.3313], [1.2127, 1.8902, 1.3502], [2.3253, 3.2898, 1.3097], [1.4990, 3.0045, 2.7442], [-0.4954, 3.2087, 1.2552], [1.7638, 0.2381, -3.4647], [1.0239, -0.9090, -3.1208], [1.4081, 0.7027, -4.3788], [1.8642, 1.0586, -2.7397], [2.8250, -0.0464, -3.5206], [1.4238, -1.4023, -2.3760], [6.5268, 0.5375, -1.7543], [5.8837, 0.3859, -0.3803], [4.4164, 0.8681, -0.3892], [3.7306, -0.3277, -0.0130], [4.5303, -1.3399, 0.2293], [4.1604, -2.4608, 0.4896], [5.8177, -1.0025, -0.0257], [6.0923, -0.1475, -2.4838], [7.6070, 0.4277, -1.6892], [6.2929, 1.5138, -2.1871], [6.4009, 0.8224, 0.4757], [4.1188, 1.1762, -1.3865], [4.3207, 1.6547, 0.3553], [1.8678, 0.7594, 5.3296], [0.3970, 1.0923, 5.1112], [-0.3707, 0.0346, 4.3177], [-1.5171, -0.2128, 5.1224], [-1.3829, 0.3459, 6.3179], [-2.1920, 0.2944, 7.1995], [-0.2173, 0.9927, 6.4058], [2.0399, -0.2187, 5.7774], [2.2537, 1.4765, 6.0565], [2.4400, 0.8467, 4.4052], [0.2863, 2.0802, 4.6644], [0.2863, -0.8361, 4.2346], [-0.5635, 0.3291, 3.2885], [-2.6974, -4.0341, 2.6656], [-3.5137, -2.9153, 2.0821], [-2.7853, -1.6982, 1.5814], [-3.6141, -1.2598, 0.5210], [-4.3835, -2.2954, 0.0688], [-5.0963, -2.3036, -0.8767], [-4.2570, -3.3277, 0.9420], [-2.3026, -3.7827, 3.6503], [-1.8500, -4.2159, 1.9975], [-3.2672, -4.9539, 2.7789], [-4.2691, -2.6465, 2.8334], [-1.7697, -1.9357, 1.2464], [-2.7192, -0.9300, 2.3516]], "smiles": "C[C@H]1COC(=O)O1.C[C@H]1COC(=O)O1.C[C@H]1COC(=O)O1.CO.CO.CO.CO.CO.CO.CO.CO.CO", "max_force_ha_per_bohr": 0.044, "homo_ev": -9.8, "de_lowest_kj_mol": 59.67, "gap_ev": 9.77, "spin_multiplicity": 1, "lumo_energy_ha": -0.0029}

{"formula": "C36H107B2N9O9Pt", "method": "ωB97M-V with the def2-TZVPD basis set", "symbols": ["Pt", "B", "H", "H", "H", "H", "B", "H", "H", "H", "H", "C", "C", "C", "O", "C", "N", "H", "H", "H", "H", "H", "H", "H", "H", "H", "H", "H", "C", "C", "C", "O", "C", "N", "H", "H", "H", "H", "H", "H", "H", "H", "H", "H", "H", "C", "C", "C", "O", "C", "N", "H", "H", "H", "H", "H", "H", "H", "H", "H", "H", "H", "C", "C", "C", "O", "C", "N", "H", "H", "H", "H", "H", "H", "H", "H", "H", "H", "H", "C", "C", "C", "O", "C", "N", "H", "H", "H", "H", "H", "H", "H", "H", "H", "H", "H", "C", "C", "C", "O", "C", "N", "H", "H", "H", "H", "H", "H", "H", "H", "H", "H", "H", "C", "C", "C", "O", "C", "N", "H", "H", "H", "H", "H", "H", "H", "H", "H", "H", "H", "C", "C", "C", "O", "C", "N", "H", "H", "H", "H", "H", "H", "H", "H", "H", "H", "H", "C", "C", "C", "O", "C", "N", "H", "H", "H", "H", "H", "H", "H", "H", "H", "H", "H"], "coordinates": [[3.3094, -0.1790, -13.5070], [4.3460, -1.6460, -14.8260], [3.3542, -1.5022, -15.2258], [4.9154, -2.3627, -15.3972], [4.9163, -0.7324, -14.8907], [4.2948, -2.0278, -13.8181], [4.8022, -0.2228, -11.6350], [3.7949, -0.6096, -11.6422], [4.8217, 0.7782, -11.2329], [5.5032, -0.8422, -11.0973], [5.1603, -0.0976, -12.6452], [0.2098, -3.3697, -9.3508], [0.4165, -1.8440, -9.2190], [0.7621, -1.5146, -7.7673], [0.9947, -0.0741, -7.5300], [-0.1693, 0.6581, -7.2834], [1.5127, -1.5084, -10.1324], [-0.6794, -3.6982, -8.8127], [1.0887, -3.9007, -8.9852], [0.1135, -3.6202, -10.4072], [-0.4850, -1.2907, -9.4821], [1.6146, -2.0889, -7.4047], [-0.0216, -1.8631, -7.0945], [-0.7824, 0.2632, -6.4733], [-0.8372, 0.6908, -8.1442], [0.0769, 1.6940, -7.0504], [2.3128, -1.9575, -9.7102], [1.6869, -0.5298, -9.9534], [2.4477, 1.8175, -17.4067], [3.0886, 1.3642, -16.1385], [3.9751, 2.4043, -15.3956], [4.4749, 1.6678, -14.2847], [5.3344, 2.4369, -13.5438], [2.0696, 0.9081, -15.2304], [1.9296, 2.7747, -17.3483], [1.6562, 1.1395, -17.7260], [3.1955, 1.9071, -18.1946], [3.7667, 0.5506, -16.3958], [3.4023, 3.2687, -15.0598], [4.7283, 2.8414, -16.0511], [5.9622, 3.0871, -14.1531], [6.1524, 1.9276, -13.0341], [4.8168, 3.1862, -12.9450], [1.4391, 1.6969, -15.2132], [1.4392, 0.2801, -15.7082], [4.6508, -4.2361, -11.4748], [4.3233, -4.1727, -10.0583], [4.9706, -5.2968, -9.2358], [4.7013, -6.6531, -9.5638], [5.2206, -7.5682, -8.6297], [4.8678, -2.9021, -9.6122], [5.7061, -4.4102, -11.6848], [4.3218, -3.3442, -12.0081], [4.0569, -5.0386, -11.9122], [3.2500, -4.2762, -9.8986], [4.6419, -5.2378, -8.1982], [6.0566, -5.2269, -9.1740], [6.2981, -7.4047, -8.6480], [5.0013, -8.5966, -8.9168], [4.8860, -7.3911, -7.6076], [5.8658, -3.0394, -9.5402], [4.6743, -2.3028, -10.4018], [8.7898, 1.3459, -7.9527], [7.6381, 1.2954, -8.9130], [7.9429, 1.8287, -10.2714], [8.0633, 3.2478, -10.3205], [8.2662, 3.7380, -11.6327], [7.2866, -0.0975, -9.0813], [9.3463, 2.2803, -8.0243], [9.6309, 0.6618, -8.0653], [8.4374, 1.3394, -6.9213], [6.7385, 1.7147, -8.4624], [7.1622, 1.5216, -10.9674], [8.9384, 1.5266, -10.5966], [8.3318, 4.8248, -11.5824], [7.5820, 3.5026, -12.4479], [9.2072, 3.4806, -12.1189], [6.5143, -0.1330, -9.7312], [6.8624, -0.3635, -8.2041], [0.0219, 1.6247, -11.3202], [0.9970, 2.2202, -12.3554], [1.1968, 3.7795, -12.2237], [2.3199, 4.1624, -12.9444], [2.7347, 5.4913, -12.7531], [2.3005, 1.5301, -12.1532], [0.0494, 0.5394, -11.4175], [-1.0099, 1.8789, -11.5631], [0.3166, 1.8015, -10.2858], [0.5175, 1.9218, -13.2877], [1.4341, 4.0706, -11.2004], [0.3393, 4.3827, -12.5219], [3.3425, 5.6576, -11.8638], [1.8570, 6.1371, -12.7291], [3.4287, 5.8349, -13.5202], [2.4846, 1.3116, -11.1844], [2.8779, 2.3348, -12.3513], [3.0815, 2.3747, -7.3599], [2.9154, 2.3768, -8.9138], [4.0935, 3.0274, -9.7129], [4.2131, 4.3509, -9.3264], [5.3081, 5.1419, -9.9262], [2.7281, 1.0247, -9.3846], [3.9500, 1.7468, -7.1608], [2.2398, 1.9910, -6.7834], [3.3399, 3.3391, -6.9226], [2.0694, 2.9828, -9.2378], [3.9782, 3.0752, -10.7957], [5.0125, 2.4515, -9.6042], [4.9622, 6.1009, -9.5405], [5.3915, 4.9009, -10.9860], [6.2998, 4.9713, -9.5073], [2.2884, 0.5093, -8.6355], [3.6447, 0.6100, -9.4741], [7.9328, -2.9301, -15.2620], [7.8949, -1.9840, -14.0618], [7.6926, -0.4747, -14.2496], [8.9764, 0.0655, -14.6970], [9.0811, 1.4745, -14.5800], [6.8378, -2.4804, -13.2181], [8.6520, -3.7292, -15.0819], [8.2491, -2.3556, -16.1326], [6.9775, -3.3915, -15.5120], [8.8160, -2.0782, -13.4866], [7.3376, 0.0539, -13.3650], [6.9633, -0.3161, -15.0440], [8.1783, 2.0173, -14.8602], [9.8867, 1.8677, -15.2000], [9.1994, 1.6891, -13.5179], [6.0475, -2.5208, -13.8458], [6.4498, -1.7552, -12.6320], [10.1698, -2.0513, -10.3676], [9.3373, -3.0303, -9.4843], [9.5114, -2.9464, -7.9166], [10.8424, -3.2605, -7.5334], [11.1910, -4.6216, -7.3544], [7.9318, -2.7011, -9.8547], [9.9557, -0.9831, -10.3361], [9.9997, -2.4132, -11.3816], [11.2298, -2.2046, -10.1648], [9.5506, -4.0691, -9.7360], [8.7852, -3.6039, -7.4386], [9.2477, -1.9661, -7.5198], [10.8121, -4.9005, -6.3712], [12.2803, -4.6600, -7.3594], [10.7960, -5.2852, -8.1237], [7.8972, -2.5881, -10.8578], [7.8155, -1.7523, -9.5287], [1.4327, -3.6510, -13.3706], [0.8141, -2.2930, -13.6056], [-0.7017, -2.1238, -13.1619], [-1.0980, -0.7851, -13.4843], [-2.4683, -0.6058, -13.1956], [1.5061, -1.2346, -12.8437], [0.8452, -4.4877, -13.7488], [1.4111, -3.8560, -12.3003], [2.4520, -3.7862, -13.7322], [0.9492, -2.1206, -14.6734], [-0.8234, -2.2882, -12.0912], [-1.4101, -2.8006, -13.6396], [-3.1002, -1.4069, -13.5792], [-2.8245, 0.3342, -13.6169], [-2.5851, -0.5389, -12.1140], [0.8580, -0.4613, -12.8889], [1.3182, -1.3150, -11.8546]], "max_force_ha_per_bohr": 0.097, "homo_ev": [-10.1, -10.1], "s_squared": 3.76, "gap_ev": [7.87, 4.32], "spin_multiplicity": 4, "charge": 1, "lumo_energy_ha": [-0.0803, -0.2105]}

Molecular weight: 594.6; 1027.0 (g/mol)